Entry 1:
71
Properties=species:S:1:pos:R:3 method="wB97M-V/def2-TZVPD" multiplicity=2 total_charge=-1 homo_energy_ha="-0.17855 / -0.17827"
Cu 0.7133 -0.1992 0.3778
N 4.6416 -1.6466 -0.2163
C 5.4733 -0.5218 -0.4424
C 6.5367 -0.6117 -1.3259
C 7.3484 0.4930 -1.5491
C 7.0763 1.6934 -0.9124
C 5.9886 1.7948 -0.0513
C 5.1978 0.6814 0.1968
S 3.8395 0.7673 1.3286
N 2.8256 -0.4552 0.7023
C 3.3103 -1.4632 0.0911
C 2.3526 -2.5357 -0.3007
C 2.6560 -3.8812 -0.1585
C 1.6583 -4.8070 -0.4175
C 0.4133 -4.3534 -0.8170
C 0.2109 -2.9880 -0.9463
N 1.1616 -2.0881 -0.6945
H 4.8344 -2.4316 -0.8178
H 6.7336 -1.5496 -1.8357
H 8.1829 0.4114 -2.2344
H 7.7027 2.5586 -1.0851
H 5.7470 2.7292 0.4437
H 3.6325 -4.1895 0.1945
H 1.8448 -5.8650 -0.2869
H -0.3964 -5.0411 -1.0187
H -0.7494 -2.5927 -1.2537
C 1.6745 0.5737 -2.6632
C 0.5564 1.5020 -3.0475
C 0.6917 2.3600 -4.1290
C -0.3370 3.2122 -4.5014
Cl -0.1278 4.2627 -5.8846
C -1.5179 3.2340 -3.7927
C -1.6751 2.3816 -2.7057
C -0.6504 1.5183 -2.3358
O -0.7531 0.6552 -1.2890
C -2.0664 0.4339 -0.7379
C -2.0770 -0.6957 0.3014
O -3.1496 -1.2884 0.4085
O -1.0136 -0.8970 0.9740
H 2.5906 0.8482 -3.1861
H 1.4219 -0.4639 -2.8933
H 1.8767 0.6305 -1.5928
H 1.6204 2.3671 -4.6874
H -2.3119 3.9121 -4.0752
H -2.5971 2.4130 -2.1453
H -2.7543 0.1600 -1.5367
H -2.4203 1.3390 -0.2447
C -8.5875 7.9972 0.8835
C -7.2702 7.2552 0.8860
O -6.2345 7.7422 1.2399
S -7.4579 5.5664 0.3105
C -5.8525 4.8822 0.5989
C -5.7307 3.8081 1.4757
C -4.4893 3.2376 1.7028
C -3.3544 3.7446 1.0663
C -3.4879 4.8169 0.1815
C -4.7308 5.3792 -0.0555
C -2.0599 3.1804 1.3150
C -0.9724 2.6899 1.4555
H -8.3990 9.0629 0.7772
H -9.0839 7.8191 1.8390
H -9.2415 7.6441 0.0861
H -6.6108 3.4199 1.9724
H -4.3847 2.3937 2.3727
H -2.6028 5.2082 -0.3062
H -4.8307 6.2059 -0.7467
Se 0.3409 6.0155 1.0456
Sb 1.9569 4.2392 1.0793
Se 3.8476 4.3952 2.5860
Se 2.9602 3.8372 -1.1524
Se 0.6810 1.9542 1.6756

---

Entry 2:
70
Properties=species:S:1:pos:R:3 method="wB97M-V/def2-TZVPD" homo_energy_ha=-0.31564
Ga 1.3345 0.0121 -0.0577
O 4.7781 1.7409 0.1722
C 3.6266 1.4056 0.1627
O 3.1933 0.1846 -0.1030
C 2.4718 2.4212 0.4815
O 2.6935 3.5785 0.7243
O 1.2805 1.8615 0.4915
C -3.0141 -6.8173 1.0484
C -1.8771 -5.8955 0.7055
C -2.0894 -4.5377 0.4964
C -1.0358 -3.6888 0.1876
C 0.2473 -4.1996 0.0834
C 0.4790 -5.5561 0.2732
C -0.5790 -6.3903 0.5867
S 1.6523 -3.1638 -0.2508
O 2.2446 -2.8180 1.0120
O 2.4454 -3.8625 -1.2203
N 1.0237 -1.7975 -0.8589
C 0.4610 -1.7929 -2.1333
C 0.1807 -2.8657 -2.9496
C -0.4506 -2.6780 -4.1979
C -0.8049 -1.4419 -4.6560
C -0.5093 -0.3101 -3.8619
C -0.7960 1.0182 -4.2445
C -0.4503 2.0602 -3.4295
C 0.1875 1.7883 -2.2092
N 0.4517 0.5573 -1.8292
C 0.1225 -0.4950 -2.6206
H -3.9739 -6.3094 0.9669
H -2.9150 -7.1883 2.0701
H -3.0289 -7.6840 0.3867
H -3.0951 -4.1393 0.5639
H -1.2127 -2.6383 -0.0021
H 1.4820 -5.9466 0.1603
H -0.3976 -7.4485 0.7329
H 0.4579 -3.8659 -2.6547
H -0.6525 -3.5520 -4.8031
H -1.2880 -1.3116 -5.6151
H -1.2846 1.1976 -5.1945
H -0.6515 3.0851 -3.7044
H 0.4719 2.5711 -1.5189
S 0.7737 -2.4425 5.9894
C 0.9061 -1.6614 4.4252
C 1.9878 -0.9101 3.9891
C 1.9627 -0.3833 2.7156
N 0.9326 -0.5453 1.8800
C -0.1175 -1.2562 2.3044
C -0.1712 -1.8264 3.5532
C 2.4330 -2.3785 6.6111
C 2.6743 -1.7532 7.8237
C 3.9706 -1.7676 8.3234
N 4.9958 -2.3296 7.6946
C 4.7509 -2.9117 6.5218
C 3.4946 -2.9729 5.9410
H 2.8550 -0.7418 4.6107
H 2.8111 0.1713 2.3397
H -0.9328 -1.3597 1.6074
H -1.0376 -2.4078 3.8387
H 1.8779 -1.2613 8.3648
H 4.1902 -1.2934 9.2733
H 5.6031 -3.3549 6.0200
H 3.3497 -3.4690 4.9908
S -3.8160 1.3424 -0.5603
C -2.8779 2.3330 0.4717
C -1.7062 1.7152 0.7676
N -1.5411 0.4792 0.1908
C -2.5761 0.1670 -0.5315
H -3.2220 3.2992 0.7990
H -0.9074 2.1263 1.3667
H -2.6584 -0.7531 -1.0943

---

Entry 3:
68
Properties=species:S:1:pos:R:3 method="wB97M-V/def2-TZVPD" multiplicity=2 total_charge=-1 homo_energy_ha="-0.18027 / -0.18066"
Ru 0.0132 -0.2503 0.2547
O -0.9803 -1.7814 -0.9563
C -1.1262 -1.5699 -2.2045
C -0.8512 -2.6038 -3.1442
C -1.0928 -2.4515 -4.4831
C -1.5873 -1.2452 -4.9929
C -1.7992 -0.1993 -4.1350
C -1.5928 -0.3212 -2.7529
C -1.8076 0.8307 -1.9550
N -1.7174 0.8988 -0.6692
C -1.8618 2.1797 -0.0410
C -0.4559 2.7799 0.1933
N 0.2955 1.8884 1.0266
C 0.4925 2.1900 2.2588
C 1.1254 1.3862 3.2492
C 1.2597 1.9254 4.5380
C 1.8187 1.2176 5.5712
C 2.2618 -0.0884 5.3395
C 2.1406 -0.6609 4.1055
C 1.5766 0.0400 2.9981
O 1.5152 -0.5358 1.8706
H -0.4349 -3.5226 -2.7573
H -0.8928 -3.2712 -5.1615
H -1.7844 -1.1363 -6.0501
H -2.1259 0.7624 -4.5123
H -2.0682 1.7420 -2.5100
H -2.3550 2.0371 0.9266
H -2.4631 2.8691 -0.6547
H -0.5533 3.7800 0.6462
H 0.0608 2.8513 -0.7698
H 0.1339 3.1667 2.6154
H 0.8958 2.9319 4.7017
H 1.9051 1.6558 6.5559
H 2.6977 -0.6544 6.1509
H 2.4720 -1.6748 3.9279
S -3.6392 -5.4931 1.6727
C -3.0196 -4.0648 2.2152
S -2.6716 -2.7248 1.1381
C -2.1190 -1.8003 2.5631
N -2.1945 -2.4780 3.6523
N -2.6841 -3.7268 3.4864
C -2.7248 -4.5207 4.6448
C -1.9214 -4.1199 5.7132
C -1.8937 -4.8587 6.8773
C -2.6612 -6.0063 6.9961
C -3.4844 -6.3827 5.9509
C -3.5313 -5.6463 4.7812
S -1.6808 -0.1814 2.4766
H -1.3318 -3.2241 5.6031
H -1.2674 -4.5394 7.6971
H -2.6201 -6.6000 7.8973
H -4.1048 -7.2617 6.0433
H -4.1842 -5.9539 3.9840
O 2.3658 0.4480 -4.3898
C 3.4835 0.1527 -3.6773
C 4.7343 0.0969 -4.2842
C 5.8646 -0.2039 -3.5451
C 5.7632 -0.4591 -2.1892
C 4.5181 -0.4348 -1.5879
C 3.3761 -0.1290 -2.3138
C 2.0598 -0.1852 -1.5745
O 1.8559 -1.2271 -0.9221
O 1.2743 0.7879 -1.6063
H 2.5949 0.5584 -5.3209
H 4.8171 0.2789 -5.3493
H 6.8239 -0.2518 -4.0376
H 6.6399 -0.6985 -1.6069
H 4.4023 -0.6614 -0.5396

---

Entry 4:
74
Properties=species:S:1:pos:R:3 method="wB97M-V/def2-TZVPD" multiplicity=3 homo_energy_ha="-0.27186 / -0.27028"
V 1.8528 -0.0753 -0.1613
O 4.1940 0.5436 3.3671
C 3.4407 -0.2247 4.1730
C 3.9602 -0.5519 5.4258
C 3.2556 -1.3556 6.2939
C 2.0060 -1.8513 5.9361
C 1.4780 -1.5379 4.7047
C 2.1773 -0.7266 3.8071
C 1.6259 -0.4873 2.4688
O 2.2940 0.1681 1.5936
N 0.4639 -1.0214 2.1835
N 0.0591 -0.8107 0.9052
C -1.0771 -1.3676 0.6822
S -1.8144 -2.2864 2.0017
C -3.2171 -2.8847 0.9821
C -3.5537 -1.8079 -0.0202
S -1.9809 -1.2906 -0.8031
H 3.7258 0.6640 2.5135
H 4.9300 -0.1580 5.6858
H 3.6856 -1.6136 7.2497
H 1.4556 -2.4821 6.6173
H 0.5167 -1.9141 4.3887
H -4.0497 -3.0913 1.6503
H -2.9142 -3.8102 0.4900
H -4.0000 -0.9304 0.4495
H -4.2142 -2.1593 -0.8111
S 1.6766 2.1232 -0.5503
C 3.2493 2.6113 -1.1153
C 3.5178 3.9868 -1.2135
N 3.7306 5.1156 -1.2544
C 4.1971 1.6678 -1.4309
S 3.8922 -0.0092 -1.1869
C 5.4429 1.9973 -1.9875
N 6.4629 2.2309 -2.4604
N 0.3501 -2.9064 -2.5822
C -0.1044 -1.8607 -3.3490
C -0.9107 -1.8023 -4.4734
C -1.1888 -0.5490 -4.9815
C -0.6534 0.6093 -4.4166
C 0.1634 0.5621 -3.3057
C 0.4100 -0.6880 -2.7502
N 1.1227 -1.0405 -1.6354
C 1.0848 -2.3691 -1.5602
C 1.8457 -3.0245 -0.5465
C 2.1357 -4.3504 -0.3156
S 3.2644 -4.4971 0.9712
C 3.2647 -2.7791 1.1309
N 2.4950 -2.1699 0.3011
H 0.1278 -3.8778 -2.7148
H -1.3065 -2.6981 -4.9214
H -1.8268 -0.4639 -5.8466
H -0.8874 1.5596 -4.8677
H 0.6060 1.4506 -2.8740
H 1.7640 -5.2201 -0.8169
H 3.8807 -2.2886 1.8619
O -3.8633 4.2771 -4.1130
C -4.6863 3.9085 -3.0399
N -3.8281 3.4719 -1.9717
C -4.1639 2.4694 -1.1282
O -5.2331 1.8914 -1.1689
C -3.1309 2.1816 -0.0875
C -3.5247 2.0696 1.2439
C -2.5602 1.8612 2.2147
C -1.2370 1.7523 1.8133
N -0.8663 1.7795 0.5426
C -1.7827 1.9955 -0.3851
H -4.3836 4.7591 -4.7635
H -5.3540 3.0717 -3.2969
H -5.3016 4.7636 -2.7061
H -2.9255 3.9186 -1.9219
H -4.5709 2.1638 1.4959
H -2.8193 1.8014 3.2601
H -0.4452 1.6083 2.5397
H -1.4298 1.9993 -1.4101